Below is a cluster of 2 separate species, C40H49N3O4S in total at a distorted geometry, with properties calculated with ωB97M-V with the def2-TZVPD basis set.

Element x y z (Å)
C 1.5282 -1.8732 -2.4392
O 1.4141 -2.8955 -3.4905
C 1.8390 -4.1745 -2.8969
C 0.6807 -4.8267 -1.8907
C 1.4315 -5.5186 -0.6037
C 0.3558 -6.1006 0.5204
C -0.2922 -4.7791 1.2834
C 0.9086 -4.2269 2.3061
C 1.1313 -2.6264 2.0310
C 2.1731 -1.9666 0.9321
C 2.3056 -0.3102 0.7387
C 1.3773 0.7742 1.6000
C 0.3485 0.0416 2.6982
C 0.2373 -1.5771 2.9291
N -0.7389 -2.0490 4.0187
C -0.0576 -2.4303 5.1522
C 1.3612 -1.7939 5.6893
C -0.7485 -3.6554 6.0531
S -0.7219 1.2760 3.6898
C -1.1054 2.5926 2.3586
C -2.5936 3.2778 2.3261
C -2.9619 4.3783 1.1627
C -4.4955 4.9832 1.1690
C -5.5553 3.8010 1.6957
C -5.9008 2.4380 0.8005
C -6.9429 1.2466 1.3217
C -7.6923 1.3074 2.8009
C -7.3610 2.6720 3.7011
C -6.3217 3.8713 3.1741
C -1.7742 4.7732 0.0994
C -0.2474 4.0936 0.1670
C 0.1311 2.9574 1.2914
N 1.4306 2.2609 1.5014
C 2.6239 2.8472 0.8472
C 2.7427 2.7410 -0.7744
C 4.2924 2.2879 -1.2118
O 1.6945 1.9636 -1.4489
C 1.8809 2.0649 -2.9037
C 0.4651 2.1941 -3.7604
C -0.2808 3.6861 -3.8599
C -1.6777 3.9267 -4.7388
C -2.3771 2.6634 -5.5650
C -1.6131 1.1976 -5.4203
C -0.2378 0.9491 -4.5618
H 1.5752 -0.8277 -2.9710
H 2.5244 -2.0504 -1.8481
H 0.5648 -1.8720 -1.7700
H 1.9360 -4.9494 -3.7998
H 2.9095 -4.1388 -2.3957
H -0.0966 -3.9903 -1.5777
H 0.0468 -5.6740 -2.4135
H 2.2155 -4.8138 -0.0873
H 2.0172 -6.4752 -0.9988
H 0.9226 -6.7208 1.3657
H -0.4433 -6.8272 0.0696
H -1.2449 -5.1377 1.8823
H -0.6592 -3.9417 0.5297
H 1.9413 -4.7576 2.0790
H 0.5498 -4.5032 3.3863
H 2.8422 -2.6947 0.2623
H 3.0721 0.0651 -0.0601
H 2.3130 -2.1692 5.0828
H 1.3629 -0.6030 5.7226
H 1.5703 -2.1276 6.8137
H 0.0141 -4.0959 6.8588
H -1.1779 -4.5209 5.3733
H -1.6503 -3.2264 6.6791
H -3.3546 2.9272 3.1757
H -4.7693 5.3925 0.1076
H -4.5175 5.8160 2.0206
H -5.4273 2.2483 -0.2715
H -7.1709 0.2923 0.6446
H -8.4412 0.4673 3.1868
H -7.9270 2.7247 4.7445
H -6.0718 4.8288 3.8262
H -1.9890 5.5682 -0.7499
H 0.5582 4.4485 -0.6012
H 2.6828 4.0035 1.1367
H 3.5940 2.3661 1.3471
H 2.6421 3.8547 -1.1938
H 4.3215 1.2668 -1.7869
H 4.7262 3.1125 -1.9546
H 5.0321 2.2828 -0.2903
H 2.5269 1.1241 -3.2522
H 2.5264 3.0106 -3.2418
H 0.1539 4.6613 -3.3393
H -2.1803 4.9924 -4.8338
H -3.3576 2.8221 -6.2212
H -2.0982 0.2909 -6.0235
H 0.2354 -0.1292 -4.5421
C 4.6388 -0.6748 -4.6632
N 5.3112 -0.6972 -3.3362
O 5.1025 -1.6777 -2.6124
O 6.0297 0.2703 -3.0588
H 4.0424 -1.5832 -4.7724
H 4.0014 0.2111 -4.6947
H 5.4181 -0.6310 -5.4268

HOMO-LUMO gap: 7.02 eV
Structure (SMILES): COCCCCCCc1ccc2c(c1N=C(C)C)Sc1cc(Cc3ccccc3)ccc1N2C[C@@H](C)OCc1ccccc1.C[N+](=O)[O-]
Charge: 0
E_HOMO: -7.197 eV
E_LUMO: -0.18 eV


Below is a structure of composition C40H49N4O2SiY at a distorted geometry, with properties calculated with ωB97M-V with the def2-TZVPD basis set.

Element x y z (Å)
Y 0.8470 -5.5684 19.7354
C 0.8554 -4.9500 22.7790
N 1.9730 -4.6667 21.8815
C 2.2673 -3.1795 21.9404
C 2.9135 -2.6492 20.6645
C 1.9705 -2.3834 19.4832
N 1.7859 -3.5845 18.6466
C 2.0321 -3.3854 17.3377
C 2.0489 -4.3786 16.3439
C 2.7499 -4.1077 15.1343
C 3.0327 -5.1277 14.2560
C 2.5803 -6.4210 14.5352
C 1.8050 -6.7220 15.6341
C 1.4900 -5.7019 16.5840
O 0.6465 -5.9549 17.5619
C 3.0973 -5.4850 22.4182
C 4.3279 -5.5087 21.5131
C 4.1780 -6.1054 20.1099
N 2.8984 -6.8397 19.9305
C 3.0206 -8.1546 19.8492
C 1.9672 -9.1209 19.8614
C 2.3375 -10.4824 19.7617
C 1.4446 -11.4950 19.9097
C 0.1138 -11.1820 20.2686
C -0.2256 -9.8740 20.4518
C 0.6101 -8.7802 20.1832
O 0.1452 -7.5672 20.3657
H 1.1907 -4.8449 23.8359
H 0.4974 -5.9902 22.5889
H 0.0101 -4.2666 22.6279
H 2.9036 -2.9555 22.7894
H 1.2920 -2.6830 22.0840
H 3.7089 -3.3210 20.3101
H 3.3658 -1.6557 20.9106
H 2.4130 -1.5887 18.8615
H 0.9837 -1.9776 19.8381
H 2.1493 -2.3515 16.9643
H 3.1326 -3.0882 15.0094
H 3.6009 -4.9301 13.3192
H 2.8059 -7.1789 13.8092
H 1.4143 -7.7351 15.7847
H 2.6540 -6.4934 22.5878
H 3.3281 -5.0882 23.4281
H 5.0690 -6.0876 22.0776
H 4.7308 -4.5116 21.4743
H 4.9689 -6.8398 19.8726
H 4.2152 -5.3171 19.3569
H 4.0386 -8.6063 19.7674
H 3.3797 -10.7272 19.4854
H 1.7223 -12.5587 19.7729
H -0.6306 -11.9879 20.3555
H -1.2271 -9.5800 20.7880
C -1.4181 -4.4494 19.8511
Si -3.2018 -4.8391 20.2192
C -4.1018 -5.6880 18.7490
N -3.2011 -6.4853 17.9772
C -2.8362 -6.1190 16.5938
C -3.3078 -7.3016 15.6894
C -2.7278 -8.6732 16.0723
C -1.9824 -8.6189 17.4198
C -2.8443 -7.8266 18.4340
C -3.5588 -5.8615 21.7785
C -2.8783 -5.6147 22.9830
C -2.9891 -6.5053 24.0511
C -3.9015 -7.5663 24.0631
C -4.6479 -7.7642 22.9016
C -4.5373 -6.8838 21.8009
C -4.2017 -3.1999 20.5374
C -5.0159 -3.0139 21.6648
C -5.9627 -1.9538 21.6485
C -6.0779 -1.0892 20.5927
C -5.2119 -1.2423 19.5115
C -4.2683 -2.2565 19.4944
H -1.2181 -3.5722 20.5414
H -1.3315 -3.9848 18.8354
H -4.5412 -4.9474 18.0527
H -4.8645 -6.4021 19.1518
H -1.7537 -5.9660 16.4284
H -3.3607 -5.1718 16.3261
H -3.0834 -7.1005 14.6416
H -4.4180 -7.3513 15.7655
H -2.0915 -9.0469 15.2471
H -3.5630 -9.3828 16.1472
H -0.9849 -8.1950 17.3167
H -1.8979 -9.6355 17.8507
H -2.3042 -7.7556 19.4041
H -3.7861 -8.3442 18.5490
H -2.2239 -4.7630 23.0899
H -2.3114 -6.2655 24.8821
H -4.0078 -8.2061 24.9436
H -5.4061 -8.5424 22.8489
H -5.2942 -6.9340 21.0116
H -5.0211 -3.6897 22.5163
H -6.5749 -1.8291 22.5256
H -6.8180 -0.2922 20.5899
H -5.2608 -0.5794 18.6539
H -3.6134 -2.3616 18.6340

HOMO-LUMO gap: 6.15 eV
Charge: 0
Relative energy (zero: lowest compared OMol25 entry of this formula, charge and spin): 0.000 eV
E_HOMO: -6.254 eV
E_LUMO: -0.11 eV


Below is a structure of composition C40H50AlClNO2Se, with properties calculated with ωB97M-V with the def2-TZVPD basis set.

Element x y z (Å)
Al -2.0279 -1.1868 -1.2702
C 5.4465 1.2953 -0.7119
C 5.1046 -0.2006 -0.6917
C 5.4864 -0.7548 0.6801
C 5.9478 -0.9215 -1.7510
C 3.6215 -0.3936 -0.9942
C 2.7345 -1.0021 -0.1184
C 1.3986 -1.1459 -0.4495
Se 0.1663 -1.8873 0.8179
C -0.3425 -0.2054 1.5909
C 0.4194 0.2851 2.6403
C 0.1614 1.5274 3.1952
C -0.9049 2.2370 2.6522
C -1.7085 1.7891 1.6125
C -1.4117 0.5256 1.0354
O -2.1308 0.0463 0.0528
C -2.8322 2.7380 1.1567
C -3.7693 2.2011 0.0714
C -3.7177 3.0881 2.3653
C -2.1929 4.0256 0.6160
C 0.9819 2.1298 4.3311
C 2.0983 1.1938 4.7913
C 1.6223 3.4422 3.8605
C 0.0735 2.4178 5.5332
C 0.8732 -0.6930 -1.6776
O -0.3823 -0.8944 -1.9658
C 1.7618 -0.0513 -2.5750
C 3.0931 0.0646 -2.1973
C 1.3658 0.5477 -3.9316
C -0.1093 0.3969 -4.3172
C 2.1928 -0.1232 -5.0403
C 1.6753 2.0535 -3.9148
H 6.5050 1.4496 -0.4897
H 4.8556 1.8344 0.0296
H 5.2391 1.7379 -1.6858
H 6.5513 -0.5933 0.8581
H 5.2935 -1.8253 0.7493
H 4.9344 -0.2601 1.4793
H 7.0131 -0.7906 -1.5461
H 5.7462 -0.5341 -2.7495
H 5.7260 -1.9892 -1.7595
H 3.0600 -1.3693 0.8443
H 1.2299 -0.3315 3.0018
H -1.1219 3.2151 3.0634
H -4.2561 1.2719 0.3577
H -3.2507 2.0084 -0.8628
H -4.5420 2.9538 -0.1087
H -4.1834 2.1886 2.7705
H -4.5124 3.7692 2.0534
H -3.1639 3.5692 3.1704
H -1.5451 3.8029 -0.2322
H -1.5930 4.5304 1.3733
H -2.9684 4.7174 0.2799
H 2.7965 0.9769 3.9825
H 1.7037 0.2467 5.1595
H 2.6592 1.6623 5.6023
H 2.2765 3.2651 3.0062
H 2.2135 3.8898 4.6623
H 0.8658 4.1647 3.5555
H -0.4040 1.5026 5.8846
H -0.7146 3.1248 5.2761
H 0.6527 2.8438 6.3559
H 3.7671 0.5543 -2.8899
H -0.4107 -0.6463 -4.3838
H -0.2481 0.8634 -5.2966
H -0.7737 0.8814 -3.6048
H 2.0035 -1.1969 -5.0608
H 3.2639 0.0248 -4.9042
H 1.9174 0.2911 -6.0127
H 1.1076 2.5506 -3.1281
H 1.3987 2.5028 -4.8711
H 2.7324 2.2525 -3.7414
C -4.1515 -2.6049 2.7707
C -4.0531 -3.9838 2.6494
C -3.6000 -4.5295 1.4648
C -3.2568 -3.6745 0.4157
N -3.3248 -2.3510 0.5537
C -3.7620 -1.8300 1.6912
C -2.7834 -4.1194 -0.9146
C -2.9455 -5.4432 -1.3247
C -2.5308 -5.8341 -2.5859
C -1.9547 -4.8934 -3.4287
C -1.8067 -3.5813 -3.0026
C -2.2169 -3.1455 -1.7407
H -4.5025 -2.1370 3.6795
H -4.3204 -4.6290 3.4773
H -3.4960 -5.5993 1.3580
H -3.7851 -0.7486 1.7305
H -3.4148 -6.1717 -0.6740
H -2.6637 -6.8588 -2.9103
H -1.6241 -5.1851 -4.4193
H -1.3442 -2.8704 -3.6808
Cl -4.9459 -0.9207 -1.8456
C -3.3117 -0.3899 -2.5833
H -3.4063 0.6909 -2.6914
H -3.3181 -0.8450 -3.5732

HOMO-LUMO gap: 7.20 eV
Charge: -1
Relative energy (zero: lowest compared OMol25 entry of this formula, charge and spin): 0.338 eV
E_HOMO: -4.785 eV
E_LUMO: 2.42 eV


Below is a structure of composition C40H50AsAuBrIN3O3, with properties calculated with ωB97M-V with the def2-TZVPD basis set.

Element x y z (Å)
Au 0.4410 0.1215 0.1240
C 5.5527 1.4786 1.3147
C 4.6620 0.2412 1.4552
C 3.4252 0.5580 2.2888
C 4.4454 -0.4074 0.0952
C 5.3815 -1.3708 -0.2812
C 5.3338 -1.9869 -1.5171
C 4.3344 -1.6532 -2.4171
C 3.3745 -0.7065 -2.0901
C 2.2831 -0.3473 -3.0793
C 2.7338 0.8129 -3.9714
C 1.8235 -1.5343 -3.9239
C 3.4447 -0.0780 -0.8331
N 2.4171 0.8419 -0.5163
C 2.5385 2.1621 -0.6968
O 3.5454 2.7749 -1.0229
C 1.2520 2.9383 -0.5050
C 1.1929 4.3215 -0.5889
C -0.0404 4.9373 -0.4478
C -1.1825 4.1666 -0.2417
C -1.0361 2.7954 -0.1696
N 0.1568 2.2282 -0.2978
C -2.2056 1.8722 0.0188
O -3.3298 2.3087 0.1579
N -1.8834 0.5381 0.1289
C -2.7672 -0.4393 -0.1267
C -2.9413 -1.4489 0.8868
C -3.8992 -2.4147 0.6729
C -4.6258 -2.4518 -0.5136
C -4.4224 -1.5072 -1.5198
C -3.5170 -0.4856 -1.3592
C -3.2571 0.4810 -2.4948
C -2.7799 -0.2680 -3.7434
C -4.4940 1.3267 -2.7967
C -2.2606 -1.3100 2.2278
C -1.8106 -2.6460 2.8092
C -3.2255 -0.6077 3.1902
H 5.7678 1.9026 2.2982
H 5.0653 2.2390 0.7033
H 6.5020 1.2272 0.8408
H 5.2286 -0.5029 2.0238
H 2.9203 1.4669 1.9672
H 3.7341 0.7008 3.3281
H 2.6756 -0.2351 2.2863
H 6.1671 -1.6323 0.4181
H 6.0753 -2.7299 -1.7811
H 4.3006 -2.1440 -3.3805
H 1.4204 -0.0007 -2.5011
H 3.5916 0.5099 -4.5758
H 3.0360 1.6799 -3.3839
H 1.9336 1.1124 -4.6519
H 2.5799 -1.8343 -4.6508
H 0.9304 -1.2650 -4.4922
H 1.5895 -2.4065 -3.3088
H 2.1102 4.8637 -0.7722
H -0.1198 6.0145 -0.5102
H -2.1691 4.5979 -0.1456
H -4.1036 -3.1475 1.4419
H -5.3618 -3.2326 -0.6591
H -4.9865 -1.5864 -2.4404
H -2.4438 1.1471 -2.2035
H -3.5640 -0.9142 -4.1426
H -1.9054 -0.8871 -3.5334
H -2.5086 0.4407 -4.5265
H -5.3251 0.6965 -3.1192
H -4.2790 2.0264 -3.6055
H -4.8107 1.8915 -1.9216
H -1.3915 -0.6592 2.1183
H -2.6589 -3.2730 3.0911
H -1.2208 -2.4772 3.7112
H -1.1990 -3.2070 2.1091
H -4.0769 -1.2502 3.4248
H -3.6168 0.3193 2.7667
H -2.7199 -0.3730 4.1292
Br 0.5418 -5.6878 1.0689
C -0.4456 -4.7819 -0.2535
C -1.4600 -5.4713 -0.9078
C -2.1941 -4.8484 -1.9025
C -1.9233 -3.5340 -2.2553
C -0.9177 -2.8401 -1.6048
C -0.1835 -3.4619 -0.6003
I 1.3564 -2.3878 0.2848
H -1.6611 -6.4989 -0.6390
H -2.9738 -5.3993 -2.4115
H -2.4861 -3.0493 -3.0418
H -0.6895 -1.8171 -1.8796
C 1.2147 3.5384 3.7158
As -0.0922 2.1381 3.7165
C -0.0985 1.3637 5.4662
C -1.7976 2.9813 3.4552
O 0.2377 1.0172 2.5451
H 0.9836 4.2841 4.4755
H 1.2145 4.0029 2.7299
H 2.1939 3.1031 3.9072
H -0.3375 2.1093 6.2229
H 0.8876 0.9444 5.6581
H -0.8388 0.5659 5.4882
H -2.1700 3.3870 4.3946
H -2.4941 2.2381 3.0719
H -1.6940 3.7842 2.7270

HOMO-LUMO gap (alpha / beta): 7.45 / 5.30 eV
Charge: +1
Relative energy (zero: lowest compared OMol25 entry of this formula, charge and spin): 0.000 eV
2S+1: 3
E_HOMO (alpha / beta): -10.340 / -10.825 eV
E_LUMO (alpha / beta): -2.89 / -5.52 eV


| no. | E_tot (eV) |
| --- | --- |
| 1 | -65727.006 |
| 2 | -61253.701 |
| 3 | -132349.636 |
| 4 | -195572.379 |